Record 1
{
  "formula": "CH6P2S",
  "method": "the ωB97M-V functional and the def2-TZVPD basis",
  "elements": ["C", "P", "P", "S", "H", "H", "H", "H", "H", "H"],
  "xyz": [[0.356, 0.852, 0.349], [1.839, -0.701, -0.381], [-1.917, -1.197, 0.140], [-1.402, 0.804, -0.009], [0.530, 0.754, 1.347], [0.790, 1.766, 0.015], [2.288, 0.251, -1.344], [3.078, -0.246, 0.328], [-2.522, -1.482, -1.089], [-3.040, -0.801, 0.645]],
  "atomic_forces_ev_per_a": [[1.5, -2.0, -2.4], [-0.5, 2.6, 0.5], [2.6, -1.4, -0.5], [0.8, 0.6, -0.8], [0.3, -0.2, 2.9], [0.1, 0.6, -0.4], [-0.3, -0.4, -0.3], [-1.4, -0.4, 0.0], [0.1, 0.1, -0.5], [-3.1, 0.5, 1.5]],
  "orbital_gap_ev": 9.2,
  "charge": 0
}

---

Record 2
{
  "formula": "CH6P2S",
  "method": "the ωB97M-V functional and the def2-TZVPD basis",
  "elements": ["C", "P", "P", "S", "H", "H", "H", "H", "H", "H"],
  "xyz": [[0.327, 0.707, -1.645], [0.544, 1.132, 0.127], [-1.032, -0.246, 0.799], [-0.682, -0.082, 2.834], [0.300, -0.415, -1.720], [1.124, 0.965, -2.260], [-0.568, 1.116, -2.003], [1.399, 0.010, 0.338], [0.265, -2.241, 0.551], [-1.677, -0.946, 2.978]],
  "atomic_forces_ev_per_a": [[-0.2, -2.5, 1.1], [0.5, -0.6, 0.2], [0.9, -1.7, -0.5], [0.0, 0.3, 0.1], [-0.3, 0.9, 0.0], [1.5, 1.0, -0.9], [-1.3, 0.6, -0.7], [0.3, 0.7, 0.2], [-1.2, 1.6, 0.0], [-0.3, -0.3, 0.6]],
  "orbital_gap_ev": [8.0, 7.3],
  "charge": 0
}

---

Record 3
{
  "formula": "CH6S",
  "method": "the ωB97M-V functional and the def2-TZVPD basis",
  "elements": ["S", "H", "H", "C", "H", "H", "H", "H"],
  "xyz": [[-4.175, -3.082, 1.313], [-3.535, -2.095, 0.686], [-5.263, -3.153, 0.540], [2.582, 1.671, -0.519], [2.477, 0.912, 0.255], [1.630, 1.886, -0.991], [3.283, 1.319, -1.270], [3.000, 2.543, -0.013]],
  "atomic_forces_ev_per_a": [[0.1, -0.4, 0.6], [-0.3, 0.1, -0.3], [0.1, 0.3, -0.2], [0.4, 0.0, 0.4], [-0.2, -0.2, -0.2], [-0.1, 0.1, 0.1], [0.1, 0.0, 0.0], [-0.2, 0.1, -0.3]],
  "orbital_gap_ev": 10.8,
  "charge": 0
}

---

Record 4
{
  "formula": "CH6S",
  "method": "the ωB97M-V functional and the def2-TZVPD basis",
  "elements": ["S", "H", "H", "C", "H", "H", "H", "H"],
  "xyz": [[1.439, 0.270, -0.682], [1.098, 0.013, 0.640], [1.496, 1.594, -0.563], [-2.534, -0.609, 1.080], [-2.207, 0.209, 0.458], [-2.177, -0.482, 2.118], [-3.671, -0.468, 1.244], [-2.366, -1.527, 0.539]],
  "atomic_forces_ev_per_a": [[-0.3, -0.6, 0.9], [0.3, 0.5, -1.1], [-0.1, 0.2, 0.3], [-2.6, 1.0, 1.0], [0.2, 0.3, -0.1], [0.5, -0.6, -0.7], [1.6, -0.3, -0.6], [0.3, -0.4, 0.4]],
  "orbital_gap_ev": 10.7,
  "charge": 0
}

---

Record 5
{
  "formula": "CH6S3",
  "method": "the ωB97M-V functional and the def2-TZVPD basis",
  "elements": ["S", "H", "H", "C", "S", "S", "H", "H", "H", "H"],
  "xyz": [[1.696, -2.054, -2.710], [0.892, -3.075, -2.399], [0.766, -1.406, -3.431], [0.213, 1.826, 2.456], [-0.551, 0.328, 1.829], [-1.272, 0.780, -0.034], [1.222, 1.961, 2.063], [0.207, 1.694, 3.541], [-0.334, 2.743, 2.263], [-0.146, 1.122, -0.678]],
  "atomic_forces_ev_per_a": [[0.1, 0.1, 0.0], [-0.1, 0.0, 0.0], [0.0, -0.2, 0.1], [0.0, 0.4, 0.1], [0.1, -0.3, -0.1], [-0.2, 0.4, 0.0], [-0.1, -0.2, 0.2], [0.3, 0.0, -0.1], [-0.4, -0.1, -0.2], [0.2, -0.2, 0.0]],
  "orbital_gap_ev": 9.2,
  "charge": 0
}

---

Record 6
{
  "formula": "CH6SSi",
  "method": "the ωB97M-V functional and the def2-TZVPD basis",
  "elements": ["S", "C", "Si", "H", "H", "H", "H", "H", "H"],
  "xyz": [[0.162, 1.235, -0.646], [0.942, -0.247, -1.208], [-0.852, 0.342, 1.034], [0.076, -0.825, -1.459], [1.543, -0.837, -0.448], [1.433, -0.076, -2.195], [-0.077, -0.187, 2.163], [-1.463, 1.439, 1.782], [-1.765, -0.843, 0.977]],
  "atomic_forces_ev_per_a": [[-0.4, 0.7, 1.3], [0.6, -1.5, -0.6], [-0.2, 0.1, 1.0], [-0.1, -1.0, -0.3], [-0.4, 1.1, -1.0], [0.1, 0.0, 1.1], [1.0, -0.1, -0.2], [-0.5, 0.4, -0.3], [-0.1, 0.4, -0.9]],
  "orbital_gap_ev": 10.0,
  "charge": 0
}

---

Record 7
{
  "formula": "CH7AsF",
  "method": "the ωB97M-V functional and the def2-TZVPD basis",
  "elements": ["C", "As", "F", "H", "H", "H", "H", "H", "H", "H"],
  "xyz": [[-1.207, 0.534, 0.067], [0.632, -0.281, -0.047], [2.378, -1.045, -0.100], [-1.535, 0.520, 1.109], [-1.915, -0.034, -0.541], [-1.179, 1.568, -0.284], [0.241, -1.446, 0.956], [1.140, 0.599, 1.170], [1.173, 0.809, -1.060], [0.272, -1.224, -1.268]],
  "atomic_forces_ev_per_a": [[0.0, 0.0, 0.0], [-0.1, 0.0, 0.0], [0.0, 0.0, 0.0], [0.0, 0.0, 0.0], [0.0, 0.0, 0.0], [0.0, 0.0, 0.0], [0.0, 0.0, 0.0], [0.0, 0.0, 0.0], [0.0, 0.0, 0.0], [0.0, 0.0, 0.0]],
  "orbital_gap_ev": 7.7,
  "charge": -1
}

---

Record 8
{
  "formula": "CH7IN3",
  "method": "the ωB97M-V functional and the def2-TZVPD basis",
  "elements": ["C", "N", "N", "N", "I", "H", "H", "H", "H", "H", "H", "H"],
  "xyz": [[0.291, -0.273, 0.585], [-0.290, -1.413, -0.323], [-0.515, 0.830, 0.528], [-0.339, 1.413, -0.611], [2.540, 0.136, -0.094], [0.325, -0.842, 1.499], [-1.064, -1.120, -0.991], [0.568, -1.811, -0.738], [-0.623, 1.541, 1.536], [-0.627, -2.134, 0.325], [-0.868, 2.284, -0.726], [0.603, 1.388, -0.989]],
  "atomic_forces_ev_per_a": [[-0.5, -0.9, 0.3], [0.6, 0.4, -0.2], [-0.4, 0.1, 7.2], [-1.1, 3.0, -4.6], [-1.1, -0.6, 0.4], [0.4, 0.9, 0.8], [1.5, -0.2, 0.7], [-0.7, 0.0, -0.7], [1.0, -2.8, -3.5], [-0.3, 0.2, -0.4], [0.5, -0.7, -0.2], [0.3, 0.7, 0.3]],
  "orbital_gap_ev": 8.3,
  "charge": 1
}

---

Record 9
{
  "formula": "CH7IN3",
  "method": "the ωB97M-V functional and the def2-TZVPD basis",
  "elements": ["C", "N", "N", "N", "I", "H", "H", "H", "H", "H", "H", "H"],
  "xyz": [[-0.578, 0.018, -0.767], [0.283, 1.703, 0.504], [0.321, 0.981, -0.622], [0.316, -1.634, 0.442], [-2.444, -0.167, 0.096], [-0.405, -0.439, -1.826], [-0.611, 1.364, 0.935], [0.478, 2.760, 0.553], [1.119, 1.045, -1.197], [1.219, -1.473, 0.776], [-0.127, -1.774, 1.325], [0.430, -2.384, -0.219]],
  "atomic_forces_ev_per_a": [[2.3, 0.1, -3.8], [-0.5, 1.6, 3.1], [-3.0, -0.8, -0.3], [-0.1, 0.6, -0.5], [0.1, 0.3, -0.2], [-0.6, 0.2, 2.3], [1.3, 1.5, 0.3], [-0.6, -2.4, -0.9], [0.9, -0.1, -0.8], [2.2, 0.8, 0.2], [-1.2, -1.1, 0.1], [-0.7, -0.8, 0.4]],
  "orbital_gap_ev": 9.4,
  "charge": 1
}

---

Record 10
{
  "formula": "CH7N2",
  "method": "the ωB97M-V functional and the def2-TZVPD basis",
  "elements": ["C", "N", "N", "H", "H", "H", "H", "H", "H", "H"],
  "xyz": [[1.002, 0.079, -0.297], [-0.069, 0.110, 0.412], [2.152, -0.289, 0.167], [0.045, -0.355, 1.314], [0.816, 0.434, -1.322], [-1.926, -1.982, 0.006], [-0.971, 0.430, 0.156], [2.706, -0.544, -0.533], [2.548, -0.588, 1.147], [-1.401, -2.545, -0.146]],
  "atomic_forces_ev_per_a": [[-1.8, 1.1, -0.6], [0.5, -1.0, 2.5], [-0.1, -0.2, 4.3], [-0.8, 0.5, -0.1], [1.1, -0.4, 0.2], [0.9, -1.1, -0.3], [-0.6, 0.3, -0.5], [3.6, -1.0, -3.3], [-1.9, 0.9, -2.4], [-0.9, 1.0, 0.3]],
  "orbital_gap_ev": 12.6,
  "charge": 1
}

---

Record 11
{
  "formula": "CH7N2O",
  "method": "the ωB97M-V functional and the def2-TZVPD basis",
  "elements": ["N", "H", "H", "H", "N", "C", "O", "H", "H", "H", "H"],
  "xyz": [[-0.923, -0.840, 1.974], [-0.617, -0.949, 0.975], [-1.062, 0.149, 2.161], [-1.866, -1.208, 2.025], [1.425, 0.908, -0.962], [0.091, 0.306, -1.157], [-0.096, -0.913, -0.704], [2.103, 0.268, -1.388], [1.641, 0.717, 0.018], [-0.136, 0.456, -2.243], [-0.560, 1.104, -0.698]],
  "atomic_forces_ev_per_a": [[-0.2, 0.0, 0.2], [0.1, 0.3, 0.0], [0.3, 0.0, -0.2], [-0.1, -0.2, 0.0], [1.3, -0.3, 0.2], [-1.0, 1.0, -0.3], [0.1, -0.7, 0.2], [-0.2, 0.1, -0.3], [-0.2, 0.3, 0.1], [0.2, -0.2, -0.2], [-0.2, -0.2, 0.3]],
  "orbital_gap_ev": 7.7,
  "charge": -1
}

---

Record 12
{
  "formula": "CH7N2O",
  "method": "the ωB97M-V functional and the def2-TZVPD basis",
  "elements": ["N", "H", "H", "H", "N", "C", "O", "H", "H", "H", "H"],
  "xyz": [[2.325, -0.730, -0.281], [2.291, -0.537, 0.720], [2.306, -1.744, -0.419], [1.419, -0.403, -0.658], [-0.297, 0.808, -0.140], [-1.559, 0.127, 0.382], [-2.709, 0.778, 0.204], [-0.427, 1.813, 0.034], [-0.552, 0.883, -1.132], [-1.351, -0.148, 1.443], [-1.445, -0.848, -0.152]],
  "atomic_forces_ev_per_a": [[-0.3, -0.2, -0.8], [0.0, -0.2, 0.1], [0.3, 0.0, 0.2], [0.6, 0.1, 0.5], [-1.1, 1.0, -0.7], [0.3, -0.3, 0.0], [-0.1, 0.1, -0.1], [0.1, -0.2, 0.8], [0.4, -0.5, -0.1], [0.2, 0.3, 0.1], [-0.3, -0.1, 0.0]],
  "orbital_gap_ev": [3.0, 7.1],
  "charge": -2,
  "spin_multiplicity": 2
}

---

Record 13
{
  "formula": "CH7N2O",
  "method": "the ωB97M-V functional and the def2-TZVPD basis",
  "elements": ["C", "N", "N", "O", "H", "H", "H", "H", "H", "H", "H"],
  "xyz": [[1.832, 0.386, 0.045], [0.830, -0.430, 0.025], [-2.602, 0.284, -0.025], [3.070, 0.130, 0.039], [1.609, 1.459, 0.071], [-0.139, -0.087, 0.034], [0.945, -1.440, 0.002], [-2.789, -0.605, 0.431], [-2.859, 0.160, -0.998], [-3.268, 0.940, 0.366], [3.371, -0.797, 0.009]],
  "atomic_forces_ev_per_a": [[-1.5, 1.0, 0.0], [0.0, -0.4, 0.0], [0.5, -0.4, 0.0], [1.3, -0.4, 0.0], [0.1, -0.3, 0.0], [0.0, 0.2, 0.0], [0.0, 0.2, 0.0], [-0.1, 0.1, 0.0], [-0.1, 0.0, 0.0], [0.1, 0.1, 0.0], [-0.3, 0.1, 0.0]],
  "orbital_gap_ev": 10.1,
  "charge": 1
}

---

Record 14
{
  "formula": "CH7N2O",
  "method": "the ωB97M-V functional and the def2-TZVPD basis",
  "elements": ["O", "H", "H", "H", "N", "C", "N", "H", "H", "H", "H"],
  "xyz": [[-1.548, -0.516, -2.195], [-0.812, 0.537, -0.341], [-2.224, -1.077, -1.779], [-1.406, -1.007, -3.007], [0.182, 0.421, -0.158], [0.375, 0.144, 1.334], [1.550, 0.129, 1.732], [0.822, 1.223, -0.157], [0.634, -0.281, -0.753], [-0.482, -0.329, 1.825], [1.634, 0.277, 2.739]],
  "atomic_forces_ev_per_a": [[-0.4, -0.6, 0.6], [0.2, 0.4, -0.9], [0.0, 0.3, 0.0], [0.3, 0.2, -0.5], [1.4, -0.3, 2.0], [0.2, -2.4, 0.0], [-0.3, 2.2, -0.3], [-0.8, 0.6, -1.1], [-0.5, -0.2, 0.0], [-0.3, 1.0, 0.0], [0.1, -1.2, 0.1]],
  "orbital_gap_ev": 11.7,
  "charge": 1
}

---

Record 15
{
  "formula": "CH7N2O2Si",
  "method": "the ωB97M-V functional and the def2-TZVPD basis",
  "elements": ["C", "N", "N", "O", "O", "Si", "H", "H", "H", "H", "H", "H", "H"],
  "xyz": [[-0.021, -0.633, -0.925], [0.178, 0.390, -0.172], [0.120, -1.637, -1.546], [0.070, -0.602, 2.376], [-0.567, -2.480, -2.361], [0.288, 2.259, -0.316], [0.009, 0.138, 0.882], [-0.225, -0.171, 3.161], [-0.276, -1.465, 2.473], [-0.247, -3.421, -2.219], [-0.999, 2.638, -0.989], [0.406, 2.417, 1.132], [1.264, 2.566, -1.495]],
  "atomic_forces_ev_per_a": [[0.7, 0.2, -0.1], [-0.8, -0.7, 0.8], [-0.1, -0.2, 0.1], [0.6, 0.9, -0.9], [0.0, -0.2, 0.6], [-0.3, -0.8, -2.5], [0.3, -0.1, -1.3], [-0.2, 0.9, 1.0], [-0.5, -1.7, 0.0], [0.1, 1.6, 0.1], [0.3, 0.0, 0.8], [0.3, 0.6, -0.1], [-0.3, -0.2, 1.7]],
  "orbital_gap_ev": 10.8,
  "charge": 1
}

---

Record 16
{
  "formula": "CH7N2OPSi",
  "method": "the ωB97M-V functional and the def2-TZVPD basis",
  "elements": ["C", "N", "N", "O", "Si", "P", "H", "H", "H", "H", "H", "H", "H"],
  "xyz": [[-0.245, -0.693, -0.290], [0.364, -1.907, -0.101], [-1.573, -0.467, -0.080], [0.496, 0.375, -0.670], [1.404, 1.590, -0.010], [-2.431, 1.022, -0.126], [-0.311, -2.680, -0.222], [1.383, -2.094, -0.121], [-2.003, -1.235, 0.336], [0.514, 2.772, 0.587], [2.527, 0.906, 0.775], [1.686, 2.271, -1.212], [-3.663, 0.417, 0.207]],
  "atomic_forces_ev_per_a": [[-1.8, 2.3, 0.3], [-0.7, -0.9, -0.2], [5.0, -1.0, -0.8], [-1.0, -2.1, 0.2], [-1.2, 1.2, 1.2], [-0.5, 1.7, -0.2], [1.3, 0.4, 0.2], [-1.5, 0.6, -0.2], [-1.0, -1.5, 0.7], [1.0, -1.6, 0.2], [-0.7, 0.7, -0.3], [1.2, 0.4, -1.1], [0.0, -0.3, 0.0]],
  "orbital_gap_ev": [6.0, 6.0],
  "charge": 0
}

---

Record 17
{
  "formula": "CH7N2S",
  "method": "the ωB97M-V functional and the def2-TZVPD basis",
  "elements": ["S", "H", "N", "C", "N", "H", "H", "H", "H", "H", "H"],
  "xyz": [[1.648, 0.394, -1.701], [0.526, 0.158, -2.460], [0.237, -0.080, 1.249], [-1.223, 0.182, 1.504], [-2.154, -0.655, 0.757], [0.396, -0.168, 0.204], [0.236, -1.112, 1.324], [-1.388, 1.220, 1.155], [-1.419, 0.051, 2.553], [-1.949, -1.649, 0.836], [-2.195, -0.421, -0.233]],
  "atomic_forces_ev_per_a": [[-0.4, -0.1, -0.9], [0.6, 0.1, 0.4], [-0.9, -1.8, -0.9], [0.8, 0.0, -2.1], [-0.5, 0.2, 0.0], [-0.1, 1.4, 1.0], [0.5, 0.2, 1.0], [-0.2, -0.4, 0.7], [0.0, 0.3, 0.6], [0.0, -0.1, 0.2], [0.2, 0.0, 0.1]],
  "orbital_gap_ev": [2.8, 7.0],
  "charge": -2,
  "spin_multiplicity": 2
}

---

Record 18
{
  "formula": "CH7N3O",
  "method": "the ωB97M-V functional and the def2-TZVPD basis",
  "elements": ["C", "N", "O", "H", "H", "H", "H", "H", "N", "N", "H", "H"],
  "xyz": [[-0.323, 1.022, 0.807], [-0.274, 1.397, -0.551], [0.613, -0.098, 1.099], [0.564, -0.304, 2.037], [-0.484, 0.576, -1.170], [0.654, 1.727, -0.796], [-1.334, 0.677, 1.055], [-0.045, 1.875, 1.442], [-0.474, -1.987, -0.651], [-0.077, -1.254, -1.535], [0.950, -1.140, -1.650], [0.231, -2.493, -0.087]],
  "atomic_forces_ev_per_a": [[0.3, -0.7, 0.6], [0.1, -0.9, -0.9], [-0.3, 0.8, -0.3], [0.0, 0.1, 0.1], [0.0, 1.2, 0.7], [-0.1, 0.1, 0.0], [0.2, 0.1, 0.0], [-0.1, -0.2, -0.1], [-0.7, -0.8, 0.4], [0.2, 0.4, -0.8], [0.0, -0.5, 0.4], [0.4, 0.4, -0.3]],
  "orbital_gap_ev": 10.1,
  "charge": 0
}

---

Record 19
{
  "formula": "CH7N3O",
  "method": "the ωB97M-V functional and the def2-TZVPD basis",
  "elements": ["C", "N", "N", "N", "O", "H", "H", "H", "H", "H", "H", "H"],
  "xyz": [[0.393, 0.124, 0.210], [-0.131, 1.261, -0.212], [1.041, -0.731, -0.673], [0.943, 0.043, 1.479], [-2.021, -0.170, -0.811], [-2.913, 0.164, -0.610], [-0.266, 1.230, -1.227], [-1.234, -0.317, 0.020], [1.232, -1.624, -0.234], [1.947, 0.181, 1.468], [0.480, -0.897, -1.505], [0.528, 0.736, 2.094]],
  "atomic_forces_ev_per_a": [[3.0, 4.6, -1.9], [0.8, -1.7, 1.2], [-0.9, -1.4, -0.2], [-0.7, -0.4, 1.6], [1.8, -1.6, 1.6], [0.8, -0.4, 0.8], [-0.4, -0.1, 0.4], [-4.9, 1.2, -3.1], [0.1, -0.1, -0.1], [-0.1, -0.2, -0.2], [0.3, 0.1, 0.0], [0.1, 0.0, -0.1]],
  "orbital_gap_ev": 9.4,
  "charge": 0
}

---

Record 20
{
  "formula": "CH7N3O",
  "method": "the ωB97M-V functional and the def2-TZVPD basis",
  "elements": ["N", "C", "N", "N", "H", "H", "H", "H", "H", "H", "H", "O"],
  "xyz": [[-1.635, 0.194, -1.041], [-0.520, -0.030, -0.284], [0.572, -0.575, -0.959], [-0.632, 0.056, 1.050], [-2.488, 0.534, -0.516], [-1.591, 0.533, -2.119], [0.308, -1.137, -1.762], [1.380, -0.768, -0.431], [-1.445, -0.412, 1.425], [1.222, 0.673, 1.617], [2.740, 0.518, 1.824], [2.090, 0.413, 1.195]],
  "atomic_forces_ev_per_a": [[-0.3, 1.9, -1.3], [-0.4, -2.3, -3.7], [-3.5, 1.6, 1.3], [1.2, 0.6, 0.0], [1.4, -0.5, -1.1], [0.1, -1.2, 3.5], [0.4, 0.3, 0.0], [1.3, -0.2, 0.8], [-0.5, -0.2, 0.2], [1.7, -0.3, -0.4], [2.3, 0.4, 2.2], [-3.8, -0.1, -1.7]],
  "orbital_gap_ev": [11.1, 7.7],
  "charge": 1,
  "spin_multiplicity": 2
}

---

| no. | E_tot (a.u.) |
| --- | --- |
| 1 | -1122.497472 |
| 2 | -1122.465696 |
| 3 | -439.863120 |
| 4 | -439.857149 |
| 5 | -1236.237502 |
| 6 | -729.346120 |
| 7 | -2377.840337 |
| 8 | -503.905626 |
| 9 | -503.917576 |
| 10 | -151.509877 |
| 11 | -227.047985 |
| 12 | -226.859114 |
| 13 | -226.800229 |
| 14 | -226.754904 |
| 15 | -591.413535 |
| 16 | -857.822624 |
| 17 | -549.848883 |
| 18 | -281.722479 |
| 19 | -281.740646 |
| 20 | -281.486009 |